Record 1
Density functional theory data (the ωB97M-V functional and the def2-TZVPD basis) for a structure of composition C3H4KLiO4.

Structure (ORCA input):
```
! wB97M-V def2-TZVPD RIJCOSX def2/J DEFGRID3
* xyz 1 2
H -1.545 0.038 1.463
C -0.960 -0.768 1.014
C -1.031 -2.144 1.479
O -1.700 -1.699 0.283
H -0.182 -2.807 1.306
H -1.700 -2.399 2.304
O 0.173 -0.254 0.386
H 1.183 0.537 0.701
O -0.154 1.449 -1.871
C 0.131 1.417 -0.714
Li 0.566 2.046 -3.576
K 4.072 2.844 -2.701
O 1.149 1.740 -0.072
*
```

Electronic energy ... -27885.5680 eV
Frontier orbital gap (spin up / spin down) ... 4.173 / 7.905 eV
<S²> ... 0.76

Here are the Löwdin charges for atoms 1 to 5, given in e:
1. H 0.1557
2. C -0.4128
3. C -0.0630
4. O 0.0049
5. H 0.1197

---

Record 2
Density functional theory data (the ωB97M-V functional and the def2-TZVPD basis) for the molecule C4H8N2O.

Structure (ORCA input):
```
! wB97M-V def2-TZVPD RIJCOSX def2/J DEFGRID3
* xyz 0 1
N 1.852 0.503 -0.928
C 1.848 -0.449 0.036
O 2.844 -0.989 0.484
C 0.441 -0.803 0.544
N -0.535 -0.024 -0.186
C -1.353 1.009 0.386
C -1.954 -0.218 -0.224
H 2.720 0.762 -1.365
H 0.962 0.819 -1.286
H 0.288 -1.872 0.356
H 0.431 -0.661 1.637
H -1.406 1.106 1.476
H -1.335 1.954 -0.152
H -2.437 -0.919 0.456
H -2.366 -0.218 -1.233
*
```

Structure (SMILES) ... NC(=O)CN1CC1
Electronic energy ... -9304.5821 eV
Frontier orbital gap ... 10.145 eV

Here are the Löwdin charges for atoms 1 to 5, given in e:
1. N 0.1609
2. C -0.5341
3. O 0.0303
4. C -0.0988
5. N -0.1787

---

Record 3
Density functional theory data (the ωB97M-V functional and the def2-TZVPD basis) for a structure of composition C43H40F5KN4O4P2S.

Structure (ORCA input):
```
! wB97M-V def2-TZVPD RIJCOSX def2/J DEFGRID3
* xyz 0 1
K 17.006 12.721 11.837
O 19.725 12.653 11.020
P 20.651 13.792 10.849
C 20.243 15.319 11.843
P 18.720 16.273 11.368
O 17.556 15.387 11.098
C 18.473 17.354 12.786
C 19.286 18.478 12.985
C 19.024 19.308 14.055
C 18.005 18.997 14.944
C 17.209 17.873 14.754
C 17.427 17.049 13.666
C 19.061 17.306 9.936
C 17.892 17.546 9.205
C 17.966 18.272 8.033
C 19.216 18.710 7.595
C 20.375 18.415 8.286
C 20.304 17.716 9.484
C 20.738 14.361 9.148
C 21.892 14.807 8.513
C 21.801 15.239 7.194
C 20.584 15.286 6.542
C 19.435 14.837 7.181
C 19.502 14.355 8.484
C 22.305 13.322 11.408
C 22.333 11.979 11.793
C 23.508 11.424 12.259
C 24.656 12.213 12.334
C 24.614 13.554 11.957
C 23.435 14.123 11.512
H 21.144 15.938 11.880
H 20.039 14.982 12.864
H 20.068 18.719 12.286
H 19.627 20.189 14.191
H 17.822 19.655 15.773
H 16.422 17.615 15.459
H 16.816 16.171 13.503
H 16.949 17.159 9.564
H 17.072 18.456 7.433
H 19.259 19.328 6.696
H 21.331 18.754 7.926
H 21.197 17.468 10.036
H 22.827 14.774 9.045
H 22.678 15.595 6.676
H 20.529 15.671 5.533
H 18.493 14.862 6.656
H 18.623 14.016 9.004
H 21.425 11.424 11.751
H 23.526 10.386 12.576
H 25.579 11.780 12.698
H 25.479 14.179 12.087
H 23.404 15.165 11.261
O 8.491 13.099 10.972
C 9.636 13.787 10.731
O 9.580 14.963 10.507
C 10.917 13.005 10.819
C 11.031 11.775 11.479
C 12.283 11.146 11.569
C 13.417 11.754 11.045
C 13.293 12.967 10.378
C 12.057 13.587 10.275
N 14.739 11.223 11.134
C 14.913 9.978 11.149
C 16.297 9.428 11.166
C 16.533 8.125 11.609
C 17.845 7.651 11.626
C 18.840 8.485 11.138
C 18.520 9.755 10.675
N 17.264 10.227 10.689
H 8.698 12.164 11.080
H 10.167 11.316 11.970
H 12.341 10.218 12.136
H 14.178 13.463 9.994
H 11.975 14.557 9.821
H 14.110 9.243 11.123
H 15.706 7.518 11.952
H 18.072 6.676 12.016
H 19.867 8.151 11.158
H 19.253 10.462 10.318
F 16.266 13.847 15.278
C 17.039 12.905 14.552
F 16.482 11.644 14.901
C 18.338 12.883 15.304
F 19.145 11.936 14.758
F 18.975 14.079 15.161
F 18.311 12.639 16.641
C 10.929 18.009 10.331
N 12.241 17.400 10.167
C 13.026 16.744 11.045
S 14.618 16.321 10.672
N 12.570 16.424 12.269
C 11.259 16.539 12.879
H 10.773 18.719 9.525
H 10.855 18.545 11.270
H 10.114 17.266 10.302
H 12.682 17.514 9.276
H 13.324 16.067 12.833
H 10.486 16.261 12.168
H 11.071 17.555 13.246
H 11.212 15.815 13.688
*
```

Electronic energy ... -118719.5903 eV
Frontier orbital gap ... 5.944 eV

Here are the Löwdin charges for atoms 1 to 5, given in e:
1. K 0.7053
2. O -0.3795
3. P 0.7356
4. C -0.2428
5. P 0.7211

---

Record 4
Density functional theory data (the ωB97M-V functional and the def2-TZVPD basis) for the molecule C4H14N3.

Structure (ORCA input):
```
! wB97M-V def2-TZVPD RIJCOSX def2/J DEFGRID3
* xyz 0 2
N -2.281 1.359 0.654
C -1.343 1.972 -0.271
C -0.596 0.933 -1.077
N -0.145 -0.166 -0.148
C 0.756 -1.193 -0.753
C 1.547 -1.879 0.334
N 2.106 -0.907 1.280
H -2.452 2.013 1.413
H -1.034 -0.646 0.184
H -3.169 1.129 0.236
H -0.636 2.576 0.305
H -1.793 2.706 -0.966
H 0.288 1.336 -1.534
H -1.243 0.397 -1.775
H 0.407 0.199 0.635
H 0.066 -1.930 -1.207
H 1.415 -0.768 -1.503
H 2.362 -2.360 -0.226
H 0.986 -2.695 0.793
H 1.668 -0.998 2.186
H 3.091 -1.080 1.438
*
```

Electronic energy ... -8841.7331 eV
Frontier orbital gap (spin up / spin down) ... 3.651 / 10.506 eV
<S²> ... 0.75

Here are the Löwdin charges for atoms 1 to 5, given in e:
1. N -0.0313
2. C -0.3182
3. C -0.2051
4. N -0.0435
5. C -0.2564

---

Record 5
Density functional theory data (the ωB97M-V functional and the def2-TZVPD basis) for the molecule C20H31NO3.

Structure (ORCA input):
```
! wB97M-V def2-TZVPD RIJCOSX def2/J DEFGRID3
* xyz 0 1
C -0.983 1.084 -2.628
H -1.119 0.689 -3.631
H -1.816 0.765 -2.006
H -0.997 2.169 -2.683
C 0.334 0.577 -2.046
N 1.445 0.932 -2.912
C 2.533 -0.016 -2.913
H 2.157 -0.974 -3.282
C 3.199 -0.278 -1.548
O 2.463 -1.273 -0.867
C 2.862 -1.500 0.459
C 2.328 -0.454 1.448
H 2.676 -0.707 2.455
H 2.652 0.554 1.183
O 0.908 -0.412 1.425
C 0.265 -1.356 2.119
O 0.818 -2.174 2.808
C -1.235 -1.265 1.873
C -1.687 0.156 2.129
C -1.189 0.813 3.252
C -1.595 2.098 3.562
C -2.515 2.748 2.758
C -3.030 2.098 1.652
C -2.623 0.811 1.342
H -3.053 0.324 0.481
H -3.757 2.592 1.024
H -2.833 3.752 2.997
H -1.193 2.591 4.435
H -0.479 0.308 3.890
C -1.464 -1.787 0.434
C -2.709 -2.664 0.529
H -3.610 -2.049 0.551
C -2.522 -3.358 1.874
H -1.765 -4.138 1.782
H -3.440 -3.810 2.248
C -2.015 -2.242 2.787
H -2.852 -1.717 3.249
H -1.368 -2.623 3.576
H -2.786 -3.364 -0.302
H -0.613 -2.404 0.138
H -1.545 -0.978 -0.286
H 3.958 -1.538 0.541
H 2.451 -2.476 0.730
H 3.233 0.652 -0.967
H 4.234 -0.627 -1.693
H 3.292 0.346 -3.610
C 1.868 2.320 -2.831
C 2.079 2.901 -4.228
H 1.163 2.812 -4.805
H 2.865 2.365 -4.753
H 2.357 3.950 -4.163
H 1.094 2.897 -2.322
H 2.796 2.433 -2.249
H 0.458 0.961 -1.021
H 0.304 -0.512 -1.985
*
```

Structure (SMILES) ... CCN(CC)CCOCCOC(=O)C1(c2ccccc2)CCCC1
Electronic energy ... -28875.5932 eV
Frontier orbital gap ... 8.967 eV

Here are the Löwdin charges for atoms 1 to 5, given in e:
1. C -0.0734
2. H 0.0756
3. H 0.0529
4. H 0.0644
5. C -0.2579

---

Record 6
Density functional theory data (the ωB97M-V functional and the def2-TZVPD basis) for a structure of composition C3H3NO2.

Structure (ORCA input):
```
! wB97M-V def2-TZVPD RIJCOSX def2/J DEFGRID3
* xyz 0 1
O 0.434 1.284 0.330
C 1.420 0.504 -0.189
O 1.296 -0.637 -0.549
C -0.951 -0.773 -0.026
C -0.746 0.547 0.382
N -1.926 0.670 0.733
H 2.372 1.035 -0.249
H -1.165 -1.019 -1.065
H -0.732 -1.611 0.633
*
```

Electronic energy ... -8741.2391 eV
Frontier orbital gap ... 10.301 eV

Here are the Löwdin charges for atoms 1 to 5, given in e:
1. O 0.0926
2. C -0.2710
3. O 0.0661
4. C 0.0695
5. C -0.5596

---

Record 7
Density functional theory data (the ωB97M-V functional and the def2-TZVPD basis) for the molecule C6H9NO.

Structure (ORCA input):
```
! wB97M-V def2-TZVPD RIJCOSX def2/J DEFGRID3
* xyz 0 1
C 1.128 1.735 -0.096
C 1.109 0.385 0.250
C -0.126 -0.284 0.366
C -1.531 0.247 0.194
C 2.390 -0.347 0.791
C -2.399 -0.276 -0.945
N 0.026 -1.932 0.306
O -2.010 0.894 1.143
H 2.012 2.344 -0.396
H 0.220 2.243 -0.234
H 2.651 0.178 1.724
H 2.285 -1.482 0.901
H 3.214 -0.195 0.054
H -3.517 -0.026 -0.863
H -2.135 0.099 -2.018
H -2.413 -1.423 -1.147
H -0.905 -2.161 -0.028
*
```

Structure (SMILES) ... [H]/N=C(/C(=C)C)C(C)=O
Electronic energy ... -9900.9860 eV
Frontier orbital gap (spin up / spin down) ... 8.119 / 8.890 eV

Here are the Löwdin charges for atoms 1 to 5, given in e:
1. C 0.1048
2. C -0.3221
3. C -0.1027
4. C -0.4087
5. C -0.0613

---

Record 8
Density functional theory data (the ωB97M-V functional and the def2-TZVPD basis) for a cluster of 2 separate species, C3H5NO2 in total.

Structure (ORCA input):
```
! wB97M-V def2-TZVPD RIJCOSX def2/J DEFGRID3
* xyz 0 1
N 1.360 -1.068 -1.073
C 0.810 -1.130 0.066
C -0.674 -1.376 0.118
O -1.445 -0.926 -0.695
C -0.628 2.125 0.138
O 0.278 1.859 0.891
H 2.368 -0.923 -0.979
H -1.029 -2.017 0.952
H 1.330 -1.042 1.030
H -0.840 1.520 -0.759
H -1.310 2.974 0.328
*
```

Structure (SMILES) ... [H]/N=C/C=O.C=O
Electronic energy ... -8774.9335 eV
Frontier orbital gap ... 10.018 eV

Here are the Löwdin charges for atoms 1 to 5, given in e:
1. N 0.1302
2. C -0.2173
3. C -0.2517
4. O 0.0444
5. C -0.1259

---

For the records above, the corresponding relative energy (zero: lowest compared OMol25 entry of this formula, charge and spin) values read 105.6, 41.8, 0.0, 37.4, 2.0, 89.8, 106.5, 63.7 kcal/mol.